{"formula": "C19H20BNO14PS", "method": "ωB97M-V with the def2-TZVPD basis set", "charge": -1, "orbital_gap_ha": 0.30283, "lumo_energy_ev": 1.224, "spin_multiplicity": 1, "e_homo_ev": -7.02, "max_force_ha_per_bohr": 0.1948, "species": ["C", "C", "O", "O", "C", "C", "C", "C", "C", "P", "C", "O", "O", "C", "O", "O", "C", "S", "C", "C", "C", "N", "C", "C", "H", "H", "H", "H", "H", "H", "H", "H", "H", "H", "H", "H", "H", "H", "H", "H", "H", "H", "H", "H", "B", "O", "C", "O", "C", "O", "O", "O", "C", "O", "C", "O", "O"], "coordinates": [[-3.5548, -4.8555, 1.0785], [-3.7364, -5.5484, -0.4329], [-4.3264, -6.7451, -0.5619], [-3.2020, -4.8752, -1.6628], [-1.7853, -4.6357, -1.3455], [-0.8150, -4.4381, -2.6691], [0.7210, -4.1820, -2.0568], [0.8406, -2.5767, -1.8062], [2.1470, -2.0432, -1.0074], [3.5094, -3.2058, -0.3687], [4.0800, -4.4677, -1.7402], [2.8547, -4.1806, 0.9654], [2.9571, -0.9527, -1.6458], [3.5984, -0.2816, -0.4663], [4.5731, 0.6441, -0.5014], [2.9412, -0.7553, 0.7972], [1.5887, -1.1279, 0.2626], [0.4502, -1.9165, 1.5256], [0.9535, 0.3525, -0.0390], [1.1646, 1.5379, 1.1151], [0.5533, 3.0146, 0.7554], [-0.1773, 3.4382, -0.4867], [-0.3817, 2.3418, -1.4933], [0.1303, 0.7873, -1.4109], [-4.2439, -5.3896, 1.8598], [-3.8135, -3.7182, 0.9614], [-2.4027, -4.9433, 1.3671], [-1.7520, -3.6344, -0.7040], [-1.3637, -5.5017, -0.6787], [-0.8592, -5.3200, -3.4368], [-1.1485, -3.4170, -3.1635], [1.4461, -4.5739, -2.9172], [0.7873, -4.8589, -1.1059], [0.8496, -2.0586, -2.8818], [-0.1480, -2.2013, -1.2864], [3.6869, -4.1558, -2.8189], [3.5704, -5.5059, -1.4571], [5.2338, -4.6612, -1.7221], [2.0153, -4.6438, 0.6778], [0.9323, -1.5593, 2.8263], [1.7193, 1.3074, 2.1278], [0.7289, 3.8616, 1.5793], [-0.9917, 2.6351, -2.4775], [-0.0803, 0.0134, -2.2625], [-1.4816, 7.9232, 2.2090], [-0.6240, 6.7341, 2.1803], [-1.3984, 5.6887, 2.5026], [-0.9989, 4.5376, 2.5721], [-2.7453, 6.1342, 2.7468], [-3.6899, 5.4279, 3.0599], [-2.8234, 7.4619, 2.5790], [-0.9806, 8.9077, 3.1735], [-0.7314, 10.0319, 2.4873], [-0.2995, 11.0573, 2.9885], [-1.0481, 9.8366, 1.0967], [-0.9320, 10.6671, 0.2100], [-1.4977, 8.5889, 0.9025]], "forces_ev_per_angstrom": [[0.583, 0.206, -1.393], [-2.671, -5.483, -0.714], [3.711, 7.896, 0.638], [0.222, -1.800, 3.638], [1.259, 0.985, 0.157], [-0.303, 0.965, 1.127], [-1.187, -0.331, -1.400], [0.132, 0.406, -1.454], [-3.041, 1.036, 0.755], [1.355, -1.414, 1.600], [-1.485, -1.383, -0.633], [-0.754, 0.510, -3.091], [0.979, 0.158, 3.470], [3.833, 3.931, 0.416], [-7.145, -7.023, 0.005], [0.280, 1.239, -3.640], [1.396, 1.765, 0.373], [0.855, -0.065, 0.643], [-1.912, 4.079, -1.096], [-2.219, 0.350, -4.271], [0.445, -2.259, -1.220], [1.996, -6.166, 0.735], [1.366, -1.338, 1.917], [0.975, 2.703, 3.794], [1.419, 0.967, -1.834], [0.481, -2.200, 0.359], [-2.617, 0.153, -0.516], [0.227, -2.043, -1.289], [-0.716, 1.464, -1.364], [-0.016, 1.679, 1.665], [0.591, -2.280, 0.680], [-1.300, 0.976, 2.232], [0.248, 1.409, -1.664], [-0.026, -1.158, 2.261], [2.074, -0.716, -0.871], [1.083, -0.667, 2.290], [1.013, 2.087, -0.776], [-2.254, 0.836, 0.063], [1.252, 0.687, 0.567], [-0.095, -0.130, -2.074], [-1.259, 0.624, -2.397], [-0.633, -2.081, -2.252], [1.548, -0.553, 2.513], [0.462, 1.825, 1.818], [-0.046, 0.191, -0.056], [-0.775, -0.973, 0.342], [4.019, -1.793, -0.695], [-0.685, 1.416, 0.205], [-4.628, 0.707, 0.915], [1.368, 0.768, -0.403], [0.290, -1.122, 0.105], [0.127, 0.713, -0.681], [1.271, 1.472, 4.280], [-0.580, -1.298, -0.797], [-0.769, 0.198, -4.660], [-0.106, -1.000, 1.295], [0.366, 0.876, 0.382]]}

=====

{"formula": "C19H20BeF5O4SiTe", "method": "ωB97M-V with the def2-TZVPD basis set", "charge": -1, "orbital_gap_ha": 0.34004, "de_lowest_ev": 0.194, "lumo_energy_ev": 2.536, "spin_multiplicity": 1, "e_homo_ev": -6.72, "max_force_ha_per_bohr": 0.0394, "species": ["Be", "O", "C", "C", "O", "O", "C", "C", "C", "C", "C", "C", "C", "C", "C", "C", "C", "C", "H", "H", "H", "H", "H", "H", "H", "H", "H", "H", "H", "F", "Te", "F", "F", "F", "F", "O", "C", "Si", "C", "C", "C", "C", "H", "H", "H", "H", "H", "H", "H", "H", "H"], "coordinates": [[-1.6548, -0.4673, 0.8054], [-0.1219, 0.5736, 1.0210], [-0.1259, 1.7058, 0.1198], [-1.5809, 1.7478, -0.4387], [-1.9303, 2.7165, -1.0818], [-2.2492, 0.6940, -0.1550], [0.2817, 2.9314, 0.9193], [1.6020, 3.0071, 1.3619], [2.0296, 4.0666, 2.1429], [1.1376, 5.0753, 2.4872], [-0.1745, 5.0054, 2.0486], [-0.6049, 3.9379, 1.2688], [0.7854, 1.4785, -1.0775], [1.1813, 0.2080, -1.4786], [1.9947, 0.0494, -2.5954], [2.4026, 1.1495, -3.3296], [1.9847, 2.4186, -2.9471], [1.1833, 2.5822, -1.8310], [0.6824, 0.0528, 0.9092], [2.3053, 2.2298, 1.0843], [3.0578, 4.1071, 2.4804], [1.4672, 5.9078, 3.0963], [-0.8777, 5.7835, 2.3174], [-1.6311, 3.8919, 0.9333], [0.8343, -0.6775, -0.9593], [2.2935, -0.9479, -2.8945], [3.0334, 1.0215, -4.2004], [2.2843, 3.2858, -3.5221], [0.8510, 3.5691, -1.5380], [-5.3726, -0.7074, 2.6900], [-4.0801, 0.5090, 2.0854], [-5.4147, 1.8083, 1.8802], [-2.9876, 2.0352, 2.0302], [-4.7301, -0.0347, 0.4209], [-4.0859, 0.9006, 3.9229], [-2.6825, -0.6110, 2.0705], [2.3169, -4.2061, -0.8023], [0.4714, -4.5170, -0.5921], [0.2197, -5.8540, 0.7015], [-0.2394, -5.0921, -2.2312], [-0.3433, -2.9755, -0.0687], [-0.9209, -1.9557, 0.2726], [2.8296, -5.0935, -1.1818], [2.7741, -3.9308, 0.1504], [2.4930, -3.3861, -1.5017], [0.7008, -6.7912, 0.4117], [-0.8458, -6.0447, 0.8437], [0.6318, -5.5416, 1.6628], [0.1998, -6.0400, -2.5515], [-0.0556, -4.3509, -3.0115], [-1.3198, -5.2253, -2.1489]], "forces_ev_per_angstrom": [[-0.022, 0.324, -0.050], [0.050, -0.031, 0.130], [-0.098, -0.134, -0.009], [0.334, 0.320, 0.104], [-0.084, -0.205, -0.018], [-0.162, -0.348, -0.333], [0.053, -0.002, 0.021], [-0.027, 0.029, 0.002], [-0.002, 0.007, 0.002], [0.011, -0.024, -0.013], [0.008, 0.009, 0.014], [-0.080, 0.038, 0.027], [0.064, 0.037, 0.034], [-0.006, 0.020, 0.006], [0.002, -0.015, -0.009], [-0.001, -0.011, 0.002], [-0.007, 0.008, 0.006], [0.015, -0.009, 0.000], [-0.003, -0.050, 0.039], [0.000, -0.009, -0.006], [-0.001, 0.006, 0.002], [-0.005, 0.005, 0.001], [-0.004, -0.005, -0.001], [0.042, 0.006, 0.010], [-0.027, -0.022, 0.016], [0.003, 0.003, 0.001], [-0.002, 0.001, -0.001], [-0.002, 0.000, 0.000], [-0.002, 0.003, -0.003], [0.100, -0.071, -0.141], [-1.680, 0.573, 0.972], [0.033, -0.248, 0.200], [0.084, 0.043, -0.475], [0.340, 0.287, -0.178], [0.241, 0.009, -0.123], [0.871, -0.393, -0.238], [-0.080, -0.013, 0.019], [0.084, 0.020, -0.008], [-0.016, 0.051, -0.035], [-0.002, 0.026, 0.041], [0.076, -0.123, -0.046], [-0.094, -0.119, 0.041], [0.001, -0.005, 0.000], [-0.009, 0.000, 0.006], [-0.009, -0.004, -0.015], [0.007, 0.001, -0.022], [0.006, -0.004, 0.008], [-0.006, 0.011, 0.000], [0.016, -0.005, 0.019], [-0.011, 0.011, 0.008], [0.002, 0.001, -0.006]]}

=====

{"formula": "C19H20BrClF5N5O5PtS", "method": "ωB97M-V with the def2-TZVPD basis set", "charge": 0, "orbital_gap_ha": 0.26354, "de_lowest_ev": 0.290, "lumo_energy_ev": -0.857, "spin_multiplicity": 1, "e_homo_ev": -8.03, "max_force_ha_per_bohr": 0.0065, "species": ["Pt", "C", "N", "C", "C", "N", "N", "C", "N", "N", "H", "H", "H", "H", "H", "H", "H", "H", "H", "H", "H", "F", "C", "F", "H", "Cl", "C", "C", "C", "C", "C", "C", "C", "O", "O", "H", "H", "H", "H", "Br", "C", "C", "C", "C", "C", "C", "H", "H", "H", "H", "F", "C", "F", "F", "S", "O", "O", "O"], "coordinates": [[1.5138, 0.7547, -0.1694], [-2.0381, 0.1191, 3.8454], [-1.0629, -0.6150, 3.0402], [-0.1397, -1.4115, 3.8384], [-0.5462, -0.0470, 1.8996], [0.6851, -0.0601, 1.5720], [-1.5223, 0.4869, 1.0616], [-1.4085, 1.1318, -0.1521], [-2.6074, 1.6027, -0.6326], [-0.2989, 1.2901, -0.7794], [-1.5404, 0.6164, 4.6831], [-2.7882, -0.5652, 4.2418], [-2.5373, 0.8896, 3.2638], [-0.7203, -1.9670, 4.5728], [0.5940, -0.7941, 4.3683], [0.3852, -2.1236, 3.2040], [1.3228, -0.4006, 2.2852], [-2.4637, 0.2633, 1.3373], [-3.4301, 1.0693, -0.3912], [-2.5937, 1.8663, -1.6067], [-0.3675, 1.7710, -1.6708], [-0.4469, 0.2913, -3.6612], [-0.2824, -0.9186, -3.0971], [-0.1282, -1.8199, -4.0793], [0.5788, -0.9196, -2.4311], [-6.5703, -2.3869, 1.6528], [-5.0870, -2.2806, 0.7663], [-5.0878, -1.7024, -0.4951], [-3.8944, -1.6049, -1.1947], [-2.7145, -2.0832, -0.6327], [-2.7366, -2.6878, 0.6205], [-3.9203, -2.7809, 1.3299], [-1.3984, -1.9543, -1.3151], [-0.3737, -2.4225, -0.9153], [-1.4856, -1.1793, -2.4333], [-6.0142, -1.3431, -0.9213], [-3.8776, -1.1539, -2.1773], [-1.8101, -3.0640, 1.0350], [-3.9500, -3.2434, 2.3071], [4.1029, 3.1978, -5.8415], [3.3873, 2.5331, -4.2135], [2.4371, 3.2722, -3.5353], [1.9078, 2.7682, -2.3513], [2.3131, 1.5403, -1.8242], [3.2923, 0.8344, -2.5319], [3.8278, 1.3167, -3.7187], [2.1170, 4.2318, -3.9189], [1.1861, 3.3817, -1.8198], [3.6606, -0.1073, -2.1416], [4.5834, 0.7545, -4.2507], [6.0701, -0.4876, 1.3534], [5.6117, 0.7258, 1.6623], [5.9544, 1.5693, 0.6911], [6.1971, 1.1219, 2.7958], [3.7863, 0.7096, 1.8863], [3.5186, -0.2678, 2.9126], [3.4199, 2.0659, 2.1467], [3.3903, 0.2168, 0.5298]], "forces_ev_per_angstrom": [[0.007, 0.134, 0.116], [0.030, -0.002, 0.012], [-0.050, -0.016, 0.072], [-0.034, 0.006, 0.002], [0.096, -0.083, 0.040], [-0.080, 0.033, -0.059], [-0.013, 0.134, -0.153], [-0.061, -0.189, 0.020], [0.027, -0.038, -0.074], [0.100, 0.024, 0.138], [-0.005, 0.010, -0.003], [0.005, -0.010, -0.004], [-0.019, -0.003, 0.010], [-0.001, 0.005, -0.001], [0.011, -0.001, -0.010], [0.010, -0.004, 0.001], [0.029, -0.008, 0.021], [-0.017, -0.002, -0.006], [0.017, 0.037, 0.010], [-0.008, -0.002, 0.018], [-0.021, -0.013, 0.036], [-0.023, 0.027, -0.072], [0.074, 0.001, 0.011], [-0.033, 0.040, 0.024], [-0.016, 0.017, -0.005], [0.018, 0.002, -0.013], [0.017, -0.017, 0.028], [0.007, 0.015, -0.013], [-0.002, 0.055, 0.037], [-0.047, -0.046, -0.043], [0.072, 0.047, 0.005], [-0.045, -0.014, 0.004], [0.037, 0.098, 0.100], [0.019, -0.124, 0.026], [0.001, -0.066, -0.038], [0.003, 0.003, 0.000], [-0.009, -0.021, -0.016], [-0.015, -0.004, -0.008], [0.005, 0.010, -0.009], [0.015, 0.011, -0.020], [-0.009, -0.018, 0.015], [-0.023, -0.005, 0.022], [0.039, 0.042, -0.057], [-0.055, -0.100, -0.021], [0.034, 0.042, -0.033], [-0.019, -0.004, 0.035], [0.004, 0.001, -0.006], [0.004, -0.008, 0.016], [-0.010, 0.000, -0.001], [-0.001, 0.000, -0.008], [-0.025, -0.014, 0.001], [0.053, -0.019, 0.073], [-0.035, -0.015, 0.017], [-0.039, -0.014, -0.026], [0.266, -0.167, -0.110], [-0.135, 0.004, -0.005], [-0.085, 0.203, 0.072], [-0.063, 0.025, -0.168]]}